Density functional theory data (ωB97M-V with the def2-TZVPD basis set) for a structure of composition C22H17BrInN12O2S7.

Each line ends with the natural charge from an NBO analysis.
Positions of all 62 atoms, in Å:
In: -0.45292 -1.29129 0.86316  1.377
S: -4.90008 3.78887 3.64587  -0.120
C: -3.90359 2.66660 2.96508  -0.572
S: -4.45891 1.27906 2.11029  0.475
C: -2.90187 0.60585 1.67622  -0.417
C: -1.83083 1.30210 2.10660  -0.420
S: -0.13167 0.92437 1.85664  -0.236
S: -2.18494 2.75372 3.01633  0.480
S: -2.91664 -0.87580 0.74434  -0.260
N: 0.23805 -4.84206 0.96096  -0.588
C: 0.38745 -4.13693 2.13578  0.463
N: 0.87886 -4.67033 3.23789  -0.372
N: 0.86647 -3.66042 4.13029  -0.092
N: 0.38731 -2.59528 3.60140  -0.142
N: 0.06871 -2.85594 2.31144  -0.518
C: -0.17586 -4.31002 -0.23454  0.470
N: -0.25961 -4.99579 -1.36221  -0.368
N: -0.71016 -4.10563 -2.26638  -0.053
N: -0.88736 -2.96233 -1.71850  -0.156
N: -0.55995 -3.04838 -0.40827  -0.517
H: 0.51716 -5.80736 0.96759  0.430
C: 2.95111 -2.39758 -1.62564  -0.257
O: 1.75804 -1.63571 -1.58938  -0.500
C: 1.68494 -0.51661 -2.35009  0.270
C: 2.70572 -0.00746 -3.13568  -0.311
C: 2.48488 1.18769 -3.81363  -0.067
Br: 3.88690 1.87997 -4.89154  0.038
C: 1.30521 1.88609 -3.71319  -0.222
C: 0.27401 1.36456 -2.92504  -0.098
C: 0.46347 0.15407 -2.27995  0.308
O: -0.53512 -0.35344 -1.48707  -0.760
C: -0.96709 2.15380 -2.78857  0.377
N: -1.23675 3.19327 -3.53855  -0.468
C: -2.43855 3.67618 -3.05335  0.060
C: -3.20391 4.76578 -3.47220  -0.195
C: -4.37763 5.02842 -2.79567  -0.241
C: -4.79963 4.22891 -1.71755  -0.216
C: -4.06001 3.14475 -1.29112  -0.252
C: -2.87783 2.88929 -1.98132  0.168
N: -1.91801 1.91925 -1.83522  -0.542
H: 3.12955 -2.77828 -2.63375  0.182
H: 2.79253 -3.22720 -0.94245  0.209
H: 3.80379 -1.80811 -1.28059  0.195
H: 3.65674 -0.50973 -3.21335  0.236
H: 1.15014 2.82615 -4.22065  0.255
H: -0.80489 -1.25682 -1.82344  0.533
H: -2.87738 5.37893 -4.30160  0.213
H: -4.99014 5.86856 -3.09677  0.205
H: -5.72297 4.47174 -1.20836  0.211
H: -4.38004 2.52600 -0.46196  0.224
H: -1.92188 1.14196 -1.19059  0.453
S: 2.64501 -0.61229 0.96329  -0.153
C: 3.19543 -0.61400 2.53283  -0.033
N: 2.45602 -0.60755 3.62573  -0.572
C: 3.10066 -0.67290 4.92370  -0.226
C: 4.58854 -0.95488 4.67759  -0.539
S: 4.90439 -0.57548 2.92577  0.298
H: 1.45516 -0.78635 3.55285  0.464
H: 2.63957 -1.47351 5.50321  0.232
H: 2.95493 0.26896 5.45641  0.201
H: 4.83033 -2.00001 4.85884  0.224
H: 5.22513 -0.32943 5.29807  0.229

Relative energy (zero: lowest compared OMol25 entry of this formula, charge and spin) in kcal/mol: 1.9
Charge: -1
Calculated total energy in eV: -196134.186
Kohn-Sham gap in eV: 7.1

---

Density functional theory data (ωB97M-V with the def2-TZVPD basis set) for a structure of composition C22H17IN2Pm in a non-equilibrium geometry.

Each line ends with the Löwdin spin population.
Positions of all 43 atoms, in Å:
Pm: 0.38330 -0.18050 -0.28130  4.048
C: 3.76000 -0.51010 0.62750  -0.001
N: 2.62800 0.33980 0.30940  -0.012
C: 2.73300 1.62160 0.54890  0.001
C: 1.66920 2.52400 0.37370  0.001
C: 1.65960 3.91390 0.59880  -0.001
C: 0.38010 4.35350 0.32140  -0.001
C: -0.35320 3.22770 -0.06320  0.001
N: 0.39970 2.11540 -0.04320  -0.006
C: 3.49480 -1.42920 1.80650  0.000
C: 4.58710 -2.03880 2.41710  0.000
C: 4.42150 -2.86900 3.51010  0.000
C: 3.15140 -3.10070 4.01270  0.000
C: 2.05320 -2.51220 3.40860  0.000
C: 2.22170 -1.67370 2.31480  -0.001
H: 4.64910 0.09330 0.86170  0.000
H: 3.99390 -1.12700 -0.25490  0.000
H: 3.68540 2.03300 0.89040  0.000
H: 2.50030 4.48810 0.93400  0.000
H: 0.01160 5.35820 0.38190  0.000
H: -1.39810 3.18400 -0.34150  0.000
H: 5.58150 -1.84560 2.04030  0.000
H: 5.28530 -3.31980 3.97730  0.000
H: 3.01940 -3.72320 4.88310  0.000
H: 1.05940 -2.69630 3.79440  0.000
H: 1.32000 -1.16810 1.89450  0.000
I: -2.74520 -0.21010 0.17050  -0.006
C: -2.71080 -2.41930 -0.00400  0.002
C: -3.94240 -2.98920 0.14150  0.000
C: -4.05750 -4.38540 0.12400  0.000
C: -2.93800 -5.14920 -0.02890  0.000
C: -1.66860 -4.55880 -0.20520  0.000
C: -0.53660 -5.37870 -0.39300  -0.001
C: 0.69990 -4.83490 -0.57950  -0.001
C: 0.85340 -3.43910 -0.58250  -0.004
C: -0.20890 -2.55090 -0.40900  -0.015
C: -1.50560 -3.13400 -0.20330  0.000
H: -4.81940 -2.37830 0.28810  0.000
H: -5.03290 -4.82780 0.24290  0.000
H: -3.00200 -6.22650 -0.02450  0.000
H: -0.67800 -6.44820 -0.40210  0.000
H: 1.56560 -5.45910 -0.73940  0.000
H: 1.86440 -3.05340 -0.73740  0.000

Relative energy (zero: lowest compared OMol25 entry of this formula, charge and spin) in kcal/mol: 5.8
Charge: +1
Calculated total energy in eV: -50719.071
⟨S²⟩: 6.008
Kohn-Sham gap (spin up / spin down) in eV: 7.1 / 7.3
2S+1: 5

---

Density functional theory data (ωB97M-V with the def2-TZVPD basis set) for a structure of composition C22H17N3O5S2 in a non-equilibrium geometry.

Each line ends with the natural charge from an NBO analysis.
Positions of all 49 atoms, in Å:
C: -1.65990 3.45169 1.85328  -0.241
H: -2.10704 4.33443 1.52181  0.211
O: -0.64776 3.59478 2.79860  -0.487
C: 0.16172 2.74996 3.28215  0.329
C: 1.21773 3.22625 4.16218  -0.240
C: 1.90872 2.27267 4.85062  -0.228
C: 1.76049 1.03182 4.44098  -0.151
C: 1.08680 0.47078 3.42061  0.109
C: 0.19215 1.43484 2.94285  -0.337
H: -0.63893 1.15033 2.11592  0.279
N: 1.00667 -0.95354 3.10782  -0.540
C: 0.32336 -1.42248 2.11638  0.689
O: -0.79156 -0.82535 1.50592  -0.710
C: 0.71297 -2.76714 1.48357  -0.526
H: 1.94627 -2.78847 1.55879  0.235
H: 0.12326 -3.46584 1.92384  0.236
S: 0.33800 -2.60701 -0.45189  0.276
C: 0.72820 -0.97832 -0.68085  0.333
N: 1.59517 -0.59371 0.09197  -0.495
C: 1.62242 0.89081 0.04217  0.124
C: 1.18027 1.59217 -1.06434  -0.378
C: 0.17054 0.91252 -1.85884  0.651
O: -0.33270 1.30394 -2.92043  -0.572
N: 0.05837 -0.47347 -1.66026  -0.471
C: -0.32349 -1.46462 -2.65563  0.273
C: 0.04077 -2.40123 -3.41525  -0.306
C: -0.69089 -2.96122 -4.34510  -0.128
C: -2.00449 -2.99325 -4.38813  -0.105
C: -2.72106 -1.69183 -3.69002  -0.155
C: -1.98664 -0.98554 -2.91171  -0.133
H: -2.31799 -0.29566 -2.31590  0.186
H: -3.55556 -1.55235 -3.95640  0.170
C: -2.80903 -3.73212 -5.38832  0.756
O: -2.28548 -4.49326 -6.06705  -0.552
O: -4.06638 -3.26107 -5.52854  -0.681
H: -4.54739 -4.10644 -6.06220  0.502
H: -0.07220 -3.96954 -4.83966  0.220
H: 0.85673 -2.50940 -3.11623  0.207
S: 1.37899 3.24942 -0.96545  0.425
C: 2.33392 3.02367 0.56878  -0.294
C: 2.29962 1.80571 0.72585  -0.251
H: 2.87326 1.48172 1.84936  0.210
H: 2.83917 4.00540 0.89021  0.272
H: 1.80970 -1.18730 3.17602  0.371
H: 2.68521 0.11324 4.88228  0.136
H: 2.62340 2.40985 5.43412  0.207
H: 1.05298 4.19153 4.54272  0.215
H: -1.15875 3.15276 0.78876  0.164
H: -2.20962 2.62989 2.20467  0.195

Relative energy (zero: lowest compared OMol25 entry of this formula, charge and spin) in kcal/mol: 430.6
Calculated total energy in eV: -59450.968
Kohn-Sham gap in eV: 8.1

---

Density functional theory data (ωB97M-V with the def2-TZVPD basis set) for a structure of composition C22H18AsAuSTe.

Each line ends with the natural charge from an NBO analysis.
Positions of all 44 atoms, in Å:
Au: -1.58428 -2.66146 2.33701  0.269
Te: 0.03179 -1.15194 3.61118  0.081
C: -0.49783 -1.67816 5.56893  -0.515
C: 0.38198 -1.77897 6.60506  -0.294
C: -0.25365 -2.03040 7.85193  -0.255
C: -1.60418 -2.11181 7.74262  -0.419
S: -2.11797 -1.86961 6.11883  0.447
H: 1.45079 -1.67589 6.47915  0.225
H: 0.28069 -2.16310 8.78188  0.225
H: -2.33241 -2.29681 8.51583  0.237
C: -1.31770 4.48411 -2.87217  -0.205
C: -2.00131 4.10835 -1.72630  -0.209
C: -1.74516 2.87687 -1.14039  -0.218
C: -0.80572 2.00611 -1.68811  -0.338
C: -0.12247 2.39800 -2.83417  -0.152
C: -0.37625 3.62680 -3.42401  -0.228
As: -0.53285 0.31792 -0.72495  0.895
C: 1.41853 0.35948 -0.49915  -0.234
C: 2.42385 0.35708 -1.46073  -0.249
C: 3.75978 0.37764 -1.08620  -0.198
C: 4.11767 0.38004 0.25461  -0.206
C: 3.12817 0.38565 1.22570  -0.209
C: 1.79672 0.39102 0.84299  -0.247
C: -0.84823 -0.97571 -2.16852  -0.341
C: -0.15437 -1.09040 -3.36865  -0.149
C: -0.51703 -2.04135 -4.31104  -0.226
C: -1.58614 -2.89187 -4.07178  -0.208
C: -2.28500 -2.79418 -2.87820  -0.201
C: -1.91316 -1.84601 -1.93675  -0.225
H: -1.51313 5.44259 -3.33570  0.214
H: -2.73253 4.77576 -1.28823  0.214
H: -2.27784 2.58587 -0.24206  0.218
H: 0.62091 1.74904 -3.27730  0.193
H: 0.16531 3.91449 -4.31646  0.212
H: 2.18968 0.34107 -2.51607  0.200
H: 4.52690 0.39125 -1.85035  0.212
H: 5.16284 0.38286 0.53588  0.214
H: 3.38582 0.38332 2.27744  0.217
H: 1.01456 0.42177 1.59571  0.213
H: 0.67993 -0.43921 -3.58631  0.192
H: 0.03703 -2.11185 -5.23868  0.213
H: -1.87391 -3.62288 -4.81630  0.215
H: -3.12112 -3.45426 -2.68467  0.212
H: -2.45868 -1.77122 -1.00148  0.210

Relative energy (zero: lowest compared OMol25 entry of this formula, charge and spin) in kcal/mol: 3.8
Calculated total energy in eV: -105763.545
Kohn-Sham gap in eV: 6.3

---

Density functional theory data (ωB97M-V with the def2-TZVPD basis set) for a structure of composition C22H18AuFN3O5S2.

Each line ends with the natural charge from an NBO analysis.
Positions of all 52 atoms, in Å:
Au: 0.28458 0.47351 -0.42134  1.355
S: -1.85202 0.17728 -4.29125  0.518
C: -0.17226 0.07822 -4.55188  -0.383
C: 0.54595 0.10082 -3.39008  -0.297
C: -0.31568 0.20089 -2.27631  -0.104
C: -1.64809 0.25667 -2.58230  -0.310
C: -2.72111 0.36161 -1.59243  0.187
C: -4.07105 0.37865 -1.92568  -0.227
C: -5.00671 0.41959 -0.90565  -0.134
C: -4.57598 0.43462 0.41170  -0.256
C: -3.21155 0.42522 0.65224  0.052
N: -2.30509 0.40207 -0.31772  -0.506
H: 0.20613 0.00415 -5.55843  0.258
H: 1.62201 0.04458 -3.33972  0.246
H: -4.38356 0.35290 -2.96053  0.232
H: -6.06287 0.43294 -1.13853  0.235
H: -5.27678 0.45550 1.23352  0.235
H: -2.82221 0.44667 1.66491  0.201
F: 0.47860 2.02967 6.09989  -0.292
C: 1.27812 2.38319 5.09678  0.242
C: 0.81616 3.03840 4.02864  -0.013
N: 1.65181 3.40853 2.99143  -0.416
C: 1.08796 3.75157 1.70465  -0.329
C: 0.78244 2.49397 0.92769  0.784
O: 0.29044 2.55801 -0.24545  -0.639
O: 1.00421 1.35922 1.43168  -0.719
C: 2.99467 3.05319 2.97662  0.796
O: 3.71166 3.26153 2.02708  -0.605
N: 3.44232 2.44706 4.13184  -0.628
C: 2.68885 2.00285 5.20941  0.597
O: 3.17057 1.35683 6.10821  -0.551
H: -0.22530 3.31136 3.93259  0.233
H: 1.80661 4.34291 1.13915  0.289
H: 0.18315 4.34575 1.82512  0.250
H: 4.42881 2.22379 4.14764  0.441
C: 1.52965 -3.76708 0.46389  -0.787
S: 1.70505 -2.00121 0.69541  1.259
O: 0.78813 -1.51383 -0.47576  -0.942
C: 0.76762 -1.73826 2.16889  -0.319
C: -0.61048 -1.92128 2.18026  -0.155
C: -1.30120 -1.66196 3.34991  -0.222
C: -0.61581 -1.24186 4.48599  -0.165
C: 0.76001 -1.06678 4.46281  -0.191
C: 1.46175 -1.29936 3.28676  -0.181
H: 0.47663 -4.03138 0.52345  0.253
H: 2.10418 -4.26531 1.24362  0.261
H: 1.94171 -4.00156 -0.51496  0.263
H: -1.12968 -2.24212 1.28469  0.230
H: -2.37390 -1.79606 3.38458  0.231
H: -1.16146 -1.04457 5.39901  0.236
H: 1.28307 -0.73566 5.35084  0.249
H: 2.53118 -1.13365 3.23810  0.237

Relative energy (zero: lowest compared OMol25 entry of this formula, charge and spin) in kcal/mol: 0.0
Charge: +1
Calculated total energy in eV: -65887.144
Kohn-Sham gap in eV: 7.1

---

- Which formula does entry 3 have?
  C22H17N3O5S2

---

- What is the calculated total energy in the third record?
  -59450.968 eV

---

- Among the records above, which one has the highest relative energy (zero: lowest compared OMol25 entry of this formula, charge and spin)?
  C22H17N3O5S2

---

- Which formula does entry 5 have?
  C22H18AuFN3O5S2